[1]
C22H65NO19 | ωB97M-V/def2-TZVPD

Values from the calculation:
SMILES   COC[C@H](C)N.OCCO.OCCO.OCCO.OCCO.OCCO.OCCO.OCCO.OCCO.OCCO
DFT total energy   -64254.694 eV
Energy above the lowest of the compared OMol25 structures with the same formula, charge and spin   43.3 kcal/mol
Gap between HOMO and LUMO   9.9697 eV

Cartesian coordinates (Å):
O 0.509 -3.280 -0.675
O 2.519 3.928 2.892
O 0.094 4.224 1.417
O -0.179 1.895 0.244
O 0.891 4.014 5.106
O 4.565 1.413 -1.094
O -1.850 6.895 2.944
O 1.471 -2.012 2.199
O 6.063 -1.273 -0.869
O 0.379 -6.217 0.302
O -2.786 1.331 -0.201
O -1.336 -3.007 1.633
O -3.924 -1.100 -2.264
O 0.216 -0.231 -1.693
O -4.619 -1.959 0.508
O -0.505 0.363 2.546
O -3.335 -1.620 -5.023
O -2.757 0.297 4.138
O 3.899 0.788 1.598
N -1.529 -4.053 -4.309
C 2.879 4.874 3.934
C -1.518 -0.142 4.642
C 0.938 0.946 -1.755
C 1.121 1.575 -0.386
C -0.435 0.660 3.945
C -1.091 4.987 1.617
C -3.684 1.064 -1.301
C -1.334 -2.592 -4.481
C 1.516 -4.318 -0.384
C 4.990 -0.878 -1.635
C 2.541 -1.233 1.701
C -2.156 -2.181 -5.641
C -3.070 0.058 -2.331
C -2.542 -3.280 1.008
C 0.118 -2.169 -4.655
C 5.012 0.576 -2.097
C -0.692 6.227 2.450
C 2.887 0.130 2.380
C -4.161 -1.072 -6.039
C 2.223 4.525 5.304
C 1.054 -5.653 -0.775
C -3.171 -1.960 0.695
H 1.658 4.188 2.474
H 0.678 -2.254 -3.744
H 1.717 2.495 -0.435
H 5.039 -1.584 -2.452
H 2.431 -1.001 0.623
H -1.470 -0.106 5.713
H -0.051 3.364 0.919
H -3.932 1.987 -1.855
H 2.015 0.732 2.302
H -1.774 -1.980 -3.682
H 1.849 0.803 -2.274
H 6.026 -0.894 0.028
H -3.204 -3.813 1.680
H 1.918 -6.271 -0.981
H 2.873 3.864 5.898
H -2.453 -3.821 0.024
H -1.196 -3.385 2.474
H -4.452 -1.847 -6.773
H 3.755 1.730 1.831
H -1.781 -1.487 -6.409
H -2.690 0.162 3.167
H -3.661 -0.260 -6.523
H 5.971 0.804 -2.468
H -1.431 5.309 0.635
H 4.043 -0.968 -1.066
H 4.277 0.913 -0.314
H -1.049 -4.301 -3.449
H -2.377 -3.034 -6.257
H -0.574 1.724 4.125
H -4.763 -2.239 -0.432
H 4.248 0.539 -2.964
H 0.209 -7.122 0.060
H -0.183 1.023 1.929
H 0.592 -0.853 -1.070
H 0.536 -2.603 -5.550
H -3.188 2.064 0.292
H -1.381 -1.224 4.459
H 2.026 5.466 5.876
H -3.104 -1.331 1.635
H 1.025 3.416 4.386
H -3.903 -1.452 -3.166
H 3.385 -1.930 1.782
H -5.003 -0.818 -5.461
H 1.719 0.909 0.266
H 3.298 0.006 3.394
H -2.547 -4.154 -4.227
H 0.421 -5.492 -1.646
H 0.734 -1.381 2.245
H -2.539 -1.469 -0.066
H -4.645 0.742 -0.934
H -1.957 6.724 3.907
H 2.368 -3.994 -1.023
H -1.752 4.358 2.227
H -0.144 6.929 1.832
H 3.964 4.811 4.107
H 2.619 5.843 3.563
H -2.013 -0.128 -2.094
H -0.087 5.890 3.289
H 0.565 0.370 4.435
H -3.053 0.544 -3.284
H 0.134 -1.063 -4.771
H 1.763 -4.179 0.649
H -0.963 1.717 -0.260
H 0.286 1.600 -2.341
H -0.035 -3.126 0.145

=====

[2]
C22H66N4O9 | ωB97M-V/def2-TZVPD

Values from the calculation:
SMILES   COC[C@H](C)N.COC[C@H](C)N.COC[C@H](C)N.COC[C@H](C)N.CCO.CCO.CCO.O.O
DFT total energy   -48269.701 eV
Energy above the lowest of the compared OMol25 structures with the same formula, charge and spin   13.8 kcal/mol
Gap between HOMO and LUMO   9.5638 eV

Cartesian coordinates (Å):
O 4.794 -0.962 1.222
O -1.836 1.659 2.165
O -5.029 0.911 -6.109
O -0.278 -0.313 0.092
O -0.907 -5.115 -2.338
O -3.622 0.171 -0.029
O 3.812 5.806 -2.543
O 1.071 -3.062 2.996
O 3.889 2.861 5.149
N -0.300 -2.834 -1.030
N 1.904 3.280 3.174
N -1.656 -3.889 3.048
N -3.310 1.097 -2.837
C 4.161 -0.866 -0.065
C -2.080 -2.310 -2.537
C -5.495 1.773 -7.105
C -1.961 -4.635 -1.531
C 4.313 2.532 6.442
C 3.404 1.755 4.425
C 4.142 2.815 2.268
C -1.081 -6.494 -2.644
C 2.269 -2.678 3.675
C 2.696 5.343 -0.462
C 0.818 1.784 -0.116
C -5.574 0.323 -3.319
C 2.921 -1.730 -0.129
C -4.265 1.506 -5.088
C -0.092 0.801 -0.778
C 0.069 -2.102 3.224
C -1.212 -2.581 2.552
C -1.702 -3.127 -1.300
C -4.181 0.598 -3.896
C -2.452 -1.696 2.712
C 2.962 2.241 3.051
C 3.996 5.292 -1.214
H 3.869 3.259 1.313
H 2.602 1.238 4.971
H -6.271 2.445 -6.722
H -0.128 -1.810 4.264
H 4.433 4.287 -1.284
H -4.577 2.536 -4.847
H 0.322 0.442 -1.731
H -0.312 -6.837 -3.331
H -0.936 -7.025 -1.698
H -1.406 1.127 1.482
H -3.686 0.578 -0.924
H 4.825 5.842 -0.750
H -0.915 -2.556 1.492
H 4.214 1.013 4.338
H -0.081 -1.172 -0.346
H -3.266 1.707 -5.523
H -2.461 -0.751 2.167
H 2.541 1.415 2.473
H 0.317 -1.160 2.713
H -5.600 -0.419 -2.523
H 0.039 -3.439 -0.274
H -4.661 2.281 -7.603
H 2.516 6.359 -0.109
H -3.847 -0.403 -4.180
H -3.381 -2.156 2.369
H 5.023 1.699 6.431
H -2.333 1.066 -3.110
H 2.656 4.668 0.387
H 0.844 2.668 -0.763
H 4.702 3.382 6.999
H 2.258 3.852 3.950
H -6.271 0.018 -4.101
H -5.998 1.195 -7.884
H -3.520 2.072 -2.635
H -2.982 -0.542 -0.128
H -1.077 1.216 -1.027
H -2.518 -4.129 2.571
H 4.013 0.179 -0.350
H 3.023 -3.391 3.348
H -2.064 -6.672 -3.081
H -2.206 -2.782 -0.392
H 0.426 2.145 0.838
H 4.589 5.566 -3.053
H -2.106 -1.276 -2.190
H 3.176 -2.760 0.125
H 2.527 -1.758 -1.146
H -1.354 -2.453 -3.337
H 1.078 2.887 3.631
H 4.853 2.010 2.072
H 2.130 -1.390 0.540
H 4.619 3.623 2.825
H -1.961 -5.209 -0.593
H -2.773 1.616 1.937
H 2.586 -1.704 3.282
H -1.003 -4.629 2.802
H -3.046 -2.581 -2.965
H 5.439 -0.248 1.229
H -2.611 -1.426 3.759
H 1.812 1.395 0.107
H 0.291 -3.215 -1.775
H -6.017 1.238 -2.906
H -2.919 -4.745 -2.053
H 1.929 5.118 -1.206
H 2.129 -2.621 4.753
H 3.444 2.220 7.047
H 4.878 -1.253 -0.800